Record 1
DFT (ωB97M-V with the def2-TZVPD basis set) results for a molecular structure, C25H24IN4O4OsS2 at a distorted geometry.

Frontier orbital gap (spin up / spin down) = 5.4 / 5.4 eV
Highest occupied orbital energy (spin up / spin down) = -10.365 / -10.406 eV
Largest force on an atom = 2.18 eV/Å
Net charge = +1
ΔE to the lowest compared entry with this formula, charge and spin = 213.94 kJ/mol

```
61
Properties=species:S:1:pos:R:3:forces:R:3:mulliken_charge:R:1
Os -0.034 -0.642 -0.404 1.894 -0.376 1.014 1.97
C 2.027 -3.683 -3.102 0.028 0.081 -0.042 -1.21
C 0.906 -4.167 -2.242 -0.183 -0.106 0.139 0.88
N 0.784 -5.458 -2.030 0.007 0.111 -0.024 -0.61
C -0.209 -5.912 -1.251 -0.177 -0.113 0.152 -0.92
C -1.167 -5.110 -0.683 0.084 0.223 -0.072 0.32
C -2.264 -5.674 0.181 -0.112 -0.036 0.058 -0.89
O -2.505 -4.887 1.345 0.080 -0.013 0.008 -0.46
C -1.067 -3.713 -0.891 0.176 -0.376 -0.129 -0.48
C -2.117 -2.837 -0.422 0.244 0.212 -0.087 0.22
N -1.926 -1.584 -0.198 -0.189 -0.259 0.108 -0.07
C -3.027 -0.763 0.181 0.205 0.073 -0.125 -0.01
C -4.029 -1.203 1.033 -0.043 0.097 -0.046 -0.34
C -5.073 -0.346 1.347 0.000 -0.014 0.004 -0.83
C -5.112 0.941 0.833 -0.001 0.032 -0.016 -0.56
C -4.092 1.400 0.010 0.037 -0.011 -0.006 -0.58
C -3.056 0.540 -0.300 -0.496 -0.083 0.333 0.49
I -1.429 1.129 -1.445 -0.365 0.863 -0.745 0.14
C 0.011 -3.229 -1.650 -0.014 -0.198 0.082 0.71
O 0.236 -1.945 -1.882 -0.438 0.031 -0.275 -1.29
H 2.542 -4.543 -3.522 0.016 0.016 -0.011 0.39
H 2.734 -3.087 -2.523 0.000 0.008 0.013 0.24
H 1.655 -3.044 -3.903 0.001 -0.002 -0.014 0.31
H -0.229 -6.982 -1.081 0.010 -0.024 -0.004 0.37
H -2.031 -6.709 0.446 0.005 0.016 -0.045 0.42
H -3.218 -5.689 -0.354 0.052 0.003 -0.018 0.31
H -1.726 -4.920 1.913 -0.031 0.006 -0.015 0.33
H -3.118 -3.236 -0.315 -0.014 -0.030 0.032 0.79
H -3.973 -2.194 1.465 0.014 -0.031 -0.003 0.62
H -5.856 -0.680 2.012 -0.007 -0.025 0.024 0.41
H -5.924 1.605 1.091 -0.021 0.008 0.005 0.40
H -4.112 2.416 -0.361 0.035 0.014 -0.024 0.41
O 0.077 -1.790 2.320 0.099 -0.006 0.013 -0.58
C 0.456 -0.674 2.016 0.019 -0.126 -0.196 -0.06
O -0.318 0.217 1.413 -0.644 0.147 -0.135 -0.58
C 1.877 -0.238 2.173 -0.029 -0.094 0.098 0.86
C 2.487 -0.338 3.418 0.018 0.055 -0.027 -0.66
C 3.800 0.064 3.581 -0.006 0.009 -0.035 -0.56
C 4.525 0.556 2.497 0.008 0.006 0.009 -0.67
C 3.937 0.641 1.253 0.101 0.013 -0.033 -0.60
C 2.613 0.237 1.078 0.043 -0.144 -0.019 0.53
S 1.900 0.425 -0.509 -0.384 -0.022 -0.071 -0.11
H 1.922 -0.732 4.251 -0.020 -0.011 0.017 0.47
H 4.268 -0.008 4.553 0.010 -0.008 0.020 0.41
H 5.551 0.868 2.628 0.015 0.004 0.009 0.41
H 4.494 1.022 0.407 -0.003 0.003 -0.021 0.47
C 0.875 6.269 0.912 -0.015 -0.006 0.004 -0.93
N 1.080 5.701 -0.399 -0.060 -0.112 -0.055 0.09
C 1.318 6.535 -1.569 0.019 0.067 -0.066 -0.56
C 1.549 5.512 -2.698 0.067 0.083 -0.100 -0.53
N 1.555 4.254 -1.968 -0.109 -0.006 0.133 -0.05
C 1.260 4.402 -0.661 0.138 -0.135 0.027 0.29
S 1.161 3.144 0.451 -0.138 0.108 0.170 -0.41
H 0.159 7.087 0.841 -0.002 0.009 0.011 0.32
H 1.813 6.648 1.325 -0.011 0.014 0.016 0.32
H 0.480 5.498 1.568 0.018 0.023 0.027 0.29
H 2.190 7.174 -1.409 -0.017 -0.011 -0.001 0.31
H 0.454 7.175 -1.758 0.042 0.009 0.001 0.33
H 2.503 5.677 -3.199 -0.046 -0.003 -0.033 0.30
H 0.753 5.537 -3.443 0.007 0.003 0.022 0.29
H 1.661 3.341 -2.369 0.083 0.035 -0.056 0.16
```
Positions in Å, forces in eV/Å.


Record 2
DFT (ωB97M-V with the def2-TZVPD basis set) results for C25H24N2O6S in the gas phase at a distorted geometry.

Frontier orbital gap = 7.7 eV
Highest occupied orbital energy = -7.831 eV
SMILES string = COc1ccc(/C=C2\SC(=O)N(CCNC(=O)Cc3coc4cc(C)ccc34)C2=O)cc1OC
Largest force on an atom = 1.18 eV/Å
ΔE to the lowest compared entry with this formula, charge and spin = 0.79 kJ/mol

```
58
Properties=species:S:1:pos:R:3:forces:R:3:mulliken_charge:R:1
C 2.105 -0.187 -7.207 0.181 0.131 -0.141 -0.95
H 2.101 -0.767 -8.129 0.033 0.074 0.054 0.24
O 1.154 -0.801 -6.371 -0.250 -0.114 0.304 -0.44
C 0.945 -0.287 -5.137 -0.113 -0.051 0.129 1.00
C 1.593 0.820 -4.607 0.027 -0.208 -0.382 -0.83
C 1.311 1.268 -3.330 -0.297 -0.127 0.404 -1.30
C 0.360 0.619 -2.545 0.337 -0.019 -0.741 0.99
C -0.304 -0.499 -3.083 0.065 0.014 -0.034 -0.54
C -0.024 -0.961 -4.350 0.106 -0.032 -0.264 0.83
O -0.606 -2.038 -4.939 0.295 0.297 -0.101 -0.42
C -1.572 -2.754 -4.209 -0.162 -0.114 0.127 -0.87
H -1.155 -3.171 -3.287 -0.015 0.027 -0.021 0.35
H -1.888 -3.567 -4.861 -0.011 0.042 0.084 0.23
H -2.438 -2.129 -3.966 0.038 -0.016 0.006 0.35
H -1.032 -1.001 -2.466 -0.109 -0.089 0.045 0.44
C 0.023 1.008 -1.208 0.043 0.592 1.020 -0.51
C 0.582 1.918 -0.382 0.005 -0.382 -0.845 0.36
C 0.086 2.058 0.989 -0.444 -0.105 0.246 -0.04
O -0.818 1.425 1.493 0.026 0.052 -0.042 -0.63
N 0.792 3.033 1.662 -0.278 0.048 0.484 0.13
C 1.819 3.658 1.004 -0.103 -0.161 -0.516 0.82
O 2.515 4.525 1.447 0.190 0.148 0.188 -0.58
S 1.918 3.019 -0.653 0.183 0.031 -0.233 -0.34
C 0.571 3.269 3.073 0.108 -0.047 0.340 -0.92
H -0.443 2.923 3.293 0.130 0.127 -0.006 0.44
H 0.663 4.339 3.269 -0.061 -0.086 -0.015 0.40
C 1.604 2.497 3.904 -0.057 0.311 -0.182 -0.92
N 1.533 1.071 3.689 -0.247 0.144 0.267 0.01
C 2.257 0.462 2.719 0.057 -0.539 0.305 0.63
O 3.034 1.052 2.001 0.274 0.139 -0.278 -0.63
C 2.039 -1.047 2.642 0.067 0.159 -0.264 -1.29
C 0.735 -1.343 1.982 0.007 -0.237 -0.552 0.21
C 0.514 -1.548 0.660 0.521 0.113 0.732 -0.52
O -0.797 -1.752 0.375 -0.356 -0.068 -0.388 -0.37
C -1.459 -1.669 1.552 0.093 0.152 1.081 -0.25
C -2.822 -1.804 1.760 0.203 -0.012 -0.238 -1.20
C -3.293 -1.693 3.055 0.078 -0.018 -0.027 1.04
C -2.398 -1.466 4.109 -0.073 0.035 0.070 -1.03
C -1.044 -1.332 3.905 0.110 -0.012 -0.154 -0.47
C -0.557 -1.424 2.603 -0.480 -0.207 -0.491 1.47
H -0.378 -1.180 4.744 0.058 0.000 0.107 0.53
H -2.793 -1.395 5.113 -0.038 -0.003 0.110 0.42
C -4.757 -1.816 3.352 0.004 0.026 0.016 -1.52
H -4.931 -2.585 4.104 -0.080 -0.045 0.028 0.36
H -5.317 -2.071 2.456 -0.095 -0.021 -0.030 0.35
H -5.142 -0.875 3.744 -0.098 0.032 0.017 0.32
H -3.489 -1.986 0.932 -0.119 -0.027 -0.093 0.36
H 1.196 -1.568 -0.168 0.054 -0.023 -0.182 0.63
H 2.057 -1.467 3.650 0.054 -0.063 -0.019 0.41
H 2.856 -1.467 2.056 0.015 0.074 0.131 0.38
H 0.744 0.579 4.080 0.089 -0.038 -0.054 0.20
H 2.606 2.819 3.608 -0.126 0.004 0.151 0.46
H 1.450 2.708 4.965 0.057 0.024 -0.056 0.40
H -0.805 0.468 -0.760 0.004 0.017 0.081 0.38
H 1.830 2.131 -2.947 0.074 0.066 -0.094 0.27
H 2.331 1.347 -5.190 0.063 0.014 -0.103 0.40
H 3.106 -0.214 -6.766 -0.043 0.009 -0.005 0.37
H 1.834 0.849 -7.431 0.012 -0.038 0.024 0.37
```
Positions in Å, forces in eV/Å.


Record 3
DFT (ωB97M-V with the def2-TZVPD basis set) results for C25H24N2O7 in the gas phase at a distorted geometry.

Frontier orbital gap = 7.9 eV
Highest occupied orbital energy = -8.614 eV
SMILES string = CCCCOc1ccc(C(=O)N/C(=C\c2cccc([N+](=O)[O-])c2)C(=O)OCc2ccco2)cc1
Largest force on an atom = 1.31 eV/Å
ΔE to the lowest compared entry with this formula, charge and spin = 334.50 kJ/mol

```
58
Properties=species:S:1:pos:R:3:forces:R:3:mulliken_charge:R:1
C -5.767 -3.274 0.354 0.112 0.200 0.014 -1.41
C -4.733 -2.190 0.632 0.084 -0.205 0.076 -0.25
C -3.309 -2.622 0.274 -0.139 0.294 -0.313 -0.14
C -3.051 -2.569 -1.232 0.083 -0.457 0.348 -0.81
O -3.020 -1.242 -1.729 -0.117 0.258 -0.065 -0.50
C -1.890 -0.509 -1.663 0.255 0.284 -0.083 0.97
C -1.972 0.766 -2.238 -0.095 -0.200 0.060 -0.75
C -0.873 1.589 -2.276 0.196 -0.127 0.063 -0.87
C 0.339 1.185 -1.713 -0.162 -0.396 -0.274 0.26
C 0.425 -0.083 -1.151 0.085 0.281 -0.264 -0.55
C -0.674 -0.921 -1.118 -0.261 -0.336 0.032 0.02
H -0.567 -1.899 -0.675 -0.031 -0.100 0.032 0.42
H 1.363 -0.439 -0.752 0.049 -0.024 0.046 0.50
C 1.506 2.085 -1.843 0.072 -0.054 -0.025 -0.22
O 1.720 2.743 -2.840 -0.112 0.114 -0.090 -0.65
N 2.406 2.145 -0.799 0.513 0.211 -0.168 -0.01
C 2.324 1.682 0.505 -0.642 -0.036 0.620 -0.20
C 1.234 1.647 1.295 0.756 -0.101 -0.133 -0.41
C -0.102 2.143 1.005 -0.522 0.383 -0.022 0.50
C -1.202 1.416 1.452 -0.082 -0.002 -0.043 -0.07
C -2.483 1.864 1.171 0.956 0.787 -0.432 -0.44
C -2.703 3.051 0.484 -0.166 -0.228 0.168 -0.42
C -1.609 3.797 0.083 0.062 -0.015 0.092 -0.93
C -0.325 3.346 0.330 -0.064 -0.015 0.241 -0.17
H 0.519 3.938 0.011 0.107 0.063 -0.069 0.46
H -1.759 4.732 -0.433 -0.026 0.082 -0.054 0.45
H -3.714 3.371 0.288 -0.034 0.013 -0.013 0.53
N -3.607 1.078 1.613 -0.373 -0.253 0.137 1.14
O -4.712 1.420 1.254 -0.320 0.049 -0.065 -0.64
O -3.377 0.118 2.318 0.007 -0.251 0.226 -0.63
H -1.069 0.494 1.996 0.005 -0.044 0.022 0.53
H 1.367 1.162 2.254 0.094 -0.062 -0.006 0.57
C 3.602 1.179 1.094 -0.012 -0.144 0.333 0.44
O 3.699 0.725 2.206 0.105 0.003 -0.074 -0.66
O 4.627 1.314 0.245 -0.208 0.225 -0.321 -0.35
C 5.905 0.840 0.695 0.360 -0.330 0.195 -0.68
C 6.041 -0.632 0.501 -0.505 0.060 0.766 0.43
C 5.531 -1.685 1.205 0.235 0.531 -0.210 -0.27
C 5.971 -2.852 0.536 0.282 0.036 -0.446 -0.55
C 6.712 -2.420 -0.520 -0.253 -0.711 0.315 -0.38
O 6.757 -1.080 -0.553 0.162 0.394 -0.262 -0.36
H 7.241 -2.947 -1.289 0.104 0.027 -0.143 0.47
H 5.765 -3.866 0.808 0.006 -0.243 -0.012 0.41
H 4.923 -1.625 2.083 -0.110 0.095 0.176 0.57
H 6.016 1.095 1.754 0.036 -0.019 -0.250 0.34
H 6.640 1.367 0.085 -0.090 -0.033 0.125 0.29
H 3.302 2.540 -1.060 -0.230 -0.036 -0.077 0.22
H -0.931 2.559 -2.743 -0.016 0.094 -0.056 0.48
H -2.914 1.070 -2.665 -0.125 0.044 -0.055 0.45
H -3.877 -3.041 -1.770 0.134 -0.003 0.012 0.44
H -2.127 -3.098 -1.494 -0.091 0.069 -0.055 0.30
H -2.600 -1.963 0.780 0.106 -0.060 0.008 0.07
H -3.133 -3.640 0.625 0.078 -0.062 0.033 0.46
H -4.762 -1.934 1.692 -0.041 0.107 -0.073 0.33
H -4.984 -1.291 0.065 0.001 0.112 0.111 0.20
H -5.796 -3.534 -0.702 -0.068 -0.096 -0.117 0.33
H -6.756 -2.930 0.644 -0.135 -0.046 -0.016 0.39
H -5.538 -4.174 0.922 -0.018 -0.129 0.040 0.33
```
Positions in Å, forces in eV/Å.